122
Properties=species:S:1:pos:R:3:forces:R:3:lowdin_charge:R:1 method="wB97M-V/def2-TZVPD" charge=+2 multiplicity=1 homo_lumo_gap_ev=6.533 de_lowest_kcal_mol=0.0 fmax_ev_per_a=1.07
Ti -0.88703 1.02978 0.41425 -0.9 0.4 0.4 1.10
C 3.03702 3.69201 -1.18165 0.0 0.0 0.0 -0.04
C 1.53059 3.45711 -1.38132 0.0 0.0 0.0 -0.42
C 1.02518 4.37974 -2.49537 0.0 0.0 0.0 -0.07
C 1.31603 2.00588 -1.72121 0.0 0.0 0.0 -0.23
C 1.86240 1.41323 -2.84007 -0.1 0.0 0.0 0.07
C 1.65118 0.04527 -2.71126 0.0 0.0 0.0 -0.17
C 2.08052 -1.04237 -3.64697 0.0 0.0 0.0 -0.34
C 1.25616 -0.94774 -4.93342 0.0 0.0 0.0 -0.03
C 3.57826 -0.94746 -3.94542 0.0 0.0 0.0 -0.03
N 0.99974 -0.16720 -1.56547 -0.1 -0.1 -0.1 0.06
N 0.72417 1.04124 -0.94477 0.3 0.0 0.0 -0.03
B 1.02791 -1.52816 -0.80019 0.0 0.0 0.0 -0.48
N -0.19713 -2.38507 -1.23501 0.0 0.1 0.1 0.07
N -1.13238 -1.81523 -2.07958 0.2 -0.1 -0.2 0.07
C -1.72957 -2.80530 -2.72962 0.0 -0.1 0.0 -0.26
C -1.21809 -4.03618 -2.29864 0.0 0.0 -0.1 0.05
C -0.24607 -3.74450 -1.37727 -0.1 0.0 0.1 -0.19
C 0.60255 -4.77837 -0.69047 0.0 0.0 0.0 -0.33
C 0.74323 -4.54266 0.81280 0.0 0.0 0.0 -0.04
C 1.91920 -5.00860 -1.44089 0.0 0.0 0.0 -0.05
C -2.80273 -2.65346 -3.77639 0.0 0.0 0.0 -0.35
C -2.60637 -1.45759 -4.70155 0.0 0.0 0.0 -0.05
C -4.20164 -2.66444 -3.15777 0.0 0.0 0.0 -0.04
N 1.16395 -1.13300 0.70570 0.1 0.0 -0.1 0.04
N 0.08576 -0.60421 1.36732 0.2 -0.2 0.1 -0.02
C 0.36407 -0.66686 2.69555 0.0 0.0 0.0 -0.25
C 1.64269 -1.15660 2.86128 0.0 0.0 0.0 0.07
C 2.13787 -1.42106 1.58602 0.0 0.1 0.1 -0.18
C 3.57242 -1.81259 1.31967 0.0 0.0 0.0 -0.32
C 3.81091 -3.30871 1.11676 0.0 0.0 0.0 -0.03
C 4.23641 -0.97899 0.22150 0.0 0.0 0.0 -0.03
C -0.60576 -0.31106 3.78268 0.0 0.0 0.0 -0.36
C -1.26926 -1.59151 4.30970 0.0 0.0 0.0 -0.03
C 0.08032 0.44262 4.92465 0.0 0.0 0.0 -0.03
H 3.20846 4.71343 -0.84220 0.0 0.0 0.0 0.10
H 3.47173 3.00813 -0.45233 0.0 0.0 0.0 0.06
H 3.57195 3.55609 -2.12120 0.0 0.0 0.0 0.09
H 1.03048 3.70209 -0.44435 0.0 0.0 0.0 0.05
H 1.60738 4.22606 -3.40444 0.0 0.0 0.0 0.09
H -0.02355 4.21248 -2.73007 0.0 0.0 0.0 0.05
H 1.14490 5.42066 -2.19696 0.0 0.0 0.0 0.10
H 2.39539 1.90932 -3.63207 0.0 0.0 0.0 0.14
H 1.87000 -2.00561 -3.18116 0.0 0.0 0.0 0.12
H 1.40738 0.01365 -5.42664 0.0 0.0 0.0 0.09
H 1.55789 -1.73453 -5.62400 0.0 0.0 0.0 0.10
H 0.19717 -1.06439 -4.71520 0.0 0.0 0.0 0.05
H 3.81431 -0.02116 -4.47104 0.0 0.0 0.0 0.09
H 4.18020 -0.98568 -3.03779 0.0 0.0 0.0 0.07
H 3.87724 -1.77660 -4.58545 0.0 0.0 0.0 0.09
H 2.02713 -2.12488 -1.04423 0.0 0.0 -0.1 0.11
H -1.50683 -5.01725 -2.63669 0.0 0.0 0.0 0.13
H 0.03298 -5.70434 -0.80387 0.0 0.0 0.0 0.14
H 1.13095 -3.55352 1.04404 0.0 -0.1 0.0 0.04
H -0.22842 -4.64399 1.29927 0.0 0.0 0.0 0.09
H 1.41442 -5.27939 1.25396 0.0 0.0 0.0 0.09
H 2.53541 -4.11233 -1.49907 0.0 0.0 0.0 0.05
H 2.49941 -5.79429 -0.95642 0.0 0.0 0.0 0.09
H 1.70962 -5.32700 -2.46204 0.0 0.0 0.0 0.09
H -2.72609 -3.55597 -4.38905 0.0 0.0 0.0 0.14
H -2.56736 -0.51690 -4.14946 0.0 0.0 0.0 0.06
H -1.68694 -1.54400 -5.27665 0.0 0.0 0.0 0.07
H -3.43272 -1.39552 -5.40959 0.0 0.0 0.0 0.09
H -4.95888 -2.73452 -3.93792 0.0 0.0 0.0 0.09
H -4.38596 -1.74431 -2.60365 0.0 0.0 0.0 0.05
H -4.33278 -3.50836 -2.47980 0.0 0.0 0.0 0.09
H 2.16894 -1.30819 3.78828 0.0 0.0 0.0 0.14
H 4.06556 -1.54932 2.26007 0.0 0.0 0.0 0.14
H 3.35031 -3.66846 0.20065 0.1 0.0 0.1 0.05
H 4.88334 -3.48839 1.05013 0.0 0.0 0.0 0.10
H 3.42204 -3.89085 1.95182 0.0 0.0 0.0 0.09
H 3.82921 -1.20679 -0.76059 0.0 0.0 0.0 0.05
H 4.13162 0.09379 0.39686 0.0 0.0 0.0 0.07
H 5.30308 -1.20100 0.20185 0.0 0.0 0.0 0.10
H -1.38705 0.32784 3.36741 0.0 0.0 0.0 0.10
H -0.52156 -2.25690 4.74151 0.0 0.0 0.0 0.10
H -1.99435 -1.34786 5.08607 0.0 0.0 0.0 0.09
H -1.78502 -2.14477 3.52187 0.0 0.0 0.0 0.08
H 0.72333 -0.22772 5.49575 0.0 0.0 0.0 0.09
H 0.69651 1.26563 4.56032 0.0 0.0 0.0 0.07
H -0.66425 0.84395 5.61225 0.0 0.0 0.0 0.10
S -0.07376 6.33715 5.93149 0.0 -0.1 -0.1 1.10
N -1.40483 5.62226 5.38232 0.0 0.0 0.0 -0.19
C -1.01886 4.73933 4.47172 0.0 0.0 0.1 -0.29
C -1.89238 3.85613 3.72786 0.0 0.0 0.0 -0.05
C -3.27735 3.81656 3.92284 0.1 0.0 0.0 0.06
C -4.01214 2.93851 3.17236 0.0 0.0 -0.1 0.01
C -3.35733 2.12517 2.25056 0.0 0.0 0.0 -0.13
N -2.04026 2.12169 2.05782 0.1 0.1 0.0 -0.02
C -1.31180 3.00469 2.79289 0.0 0.0 0.0 -0.17
C 0.11949 2.99288 2.58046 0.0 -0.1 0.1 -0.16
N 0.57869 2.11867 1.65874 0.0 0.2 0.0 0.03
C 1.89559 1.96008 1.54891 0.1 0.0 0.0 -0.11
C 2.81353 2.68421 2.30029 0.0 0.0 0.0 0.01
C 2.35586 3.63506 3.18209 0.0 0.0 0.0 0.06
C 0.97755 3.79008 3.33815 0.0 0.0 0.0 -0.07
C 0.37973 4.70573 4.28606 0.0 0.0 0.0 -0.30
N 1.03324 5.56179 5.05871 0.0 0.0 0.0 -0.19
H -3.73253 4.48022 4.64568 0.0 0.0 0.0 0.14
H -5.08741 2.88112 3.25336 0.0 0.0 0.0 0.13
H -3.95200 1.47354 1.63484 0.0 0.0 0.0 0.09
H 2.22871 1.23867 0.81916 0.0 0.0 0.0 0.10
H 3.87066 2.50460 2.16505 0.0 0.0 0.0 0.13
H 3.02908 4.24514 3.76974 0.0 0.0 0.0 0.14
N -2.53163 -0.50533 1.00392 0.1 0.2 -0.1 0.01
C -3.54828 -1.04581 0.05886 -0.1 0.0 -0.1 -0.18
C -4.29069 0.08226 -0.63035 0.1 0.0 0.0 -0.15
C -3.40365 0.87244 -1.59217 -0.1 0.1 0.0 -0.18
N -1.93837 0.71166 -1.34900 0.0 0.0 -0.5 -0.10
H -1.97010 -1.28124 1.34576 0.0 0.0 -0.1 0.08
H -3.02034 -0.15078 1.82052 0.1 -0.1 0.0 0.08
H -4.24102 -1.68455 0.61020 0.0 0.0 0.0 0.14
H -3.02745 -1.67286 -0.66452 0.0 0.0 0.1 0.10
H -4.74946 0.74467 0.10434 0.0 0.0 0.0 0.10
H -5.12698 -0.33698 -1.18745 0.0 0.0 0.0 0.12
H -3.64279 1.93147 -1.54647 0.0 -0.1 -0.1 0.08
H -3.58755 0.54770 -2.61652 0.0 -0.1 0.0 0.11
H -1.48020 1.32429 -2.02458 0.0 0.0 0.1 0.08
H -1.63837 -0.27014 -1.65701 0.0 -0.1 0.0 0.06
S -1.37203 3.49476 -0.44601 0.3 -0.2 0.1 0.80
C -3.01437 3.70502 -0.19387 0.0 0.0 0.1 -0.75
N -4.14729 3.84392 -0.00845 0.0 0.0 0.1 0.13